[1]
The following is a DFT calculation (wB97M-V/def2-TZVPD) of C9H32MnN14O9 as an isolated structure.

```
65
Properties=species:S:1:pos:R:3:lowdin_charge:R:1
Mn -0.16791 11.25741 15.65325 1.17
O -2.20858 10.83236 15.08509 -0.41
C -3.05000 11.04519 16.16879 -0.29
C -2.43183 11.88834 17.48691 -0.31
O -1.02922 11.81236 17.50464 -0.41
H -3.35945 10.13379 16.68036 0.09
H -3.93039 11.55677 15.77980 0.09
H -2.83381 11.49000 18.41848 0.09
H -2.86354 12.88832 17.52903 0.07
C -1.25956 9.89196 21.06305 -0.70
O -1.11683 9.11037 22.03763 -0.01
N -1.49766 11.21508 21.07518 0.15
N -1.01370 9.54058 19.82582 0.15
H -1.65389 11.74593 21.92010 0.12
H -1.42606 11.72680 20.20735 0.07
H -0.69370 8.58595 19.74595 0.09
H -1.30343 10.16290 19.08495 0.07
C -6.99258 7.63375 15.16889 -0.80
O -7.42623 6.54230 15.44490 0.04
N -6.91049 8.15207 13.96306 0.17
N -6.43728 8.39614 16.07956 0.15
H -7.30483 7.66714 13.16968 0.12
H -6.53473 9.06860 13.76588 0.11
H -6.17647 7.88787 16.91247 0.12
H -5.94529 9.23950 15.82112 0.09
C -2.68550 8.10929 12.79993 -0.87
O -2.75705 7.27416 11.94584 0.07
N -3.13755 8.02502 13.98541 0.16
N -2.09290 9.21540 12.73778 0.17
H -3.61194 7.19748 14.31740 0.13
H -2.89873 8.73340 14.66457 0.08
H -2.11471 9.89195 13.48739 0.05
H -1.69990 9.40251 11.82639 0.13
C 0.78425 13.87198 20.46510 -0.79
O 0.78385 14.74041 21.27606 0.07
N 0.39400 14.05474 19.20483 0.16
N 0.92951 12.61516 20.77491 0.16
H 0.07432 14.98495 18.97543 0.09
H 0.09041 13.25911 18.66177 0.05
H 1.23209 12.28147 21.67890 0.13
H 1.16897 12.07171 19.95796 0.10
C -2.75121 13.13368 12.20502 -0.78
O -3.34508 13.52695 11.23585 0.06
N -3.20060 13.19450 13.42909 0.17
N -1.71287 12.32525 12.20362 0.15
H -4.07388 13.66714 13.61370 0.13
H -2.69097 12.65247 14.11217 0.05
H -1.16572 12.27863 11.35595 0.12
H -1.27243 11.98044 13.04458 0.06
C -0.08380 8.03165 16.50956 -0.76
O -0.03677 9.12548 15.96647 -0.03
N -0.65585 7.05227 15.93980 0.20
N 0.24276 7.63704 17.65835 0.20
H -1.29417 7.43398 15.25647 0.10
H -0.71773 6.06804 16.15791 0.15
H 0.85644 8.20303 18.22681 0.14
H -0.00070 6.69164 17.91728 0.14
C -2.34294 15.98148 18.69577 -0.78
O -2.57532 17.14157 18.84582 0.08
N -2.87781 14.93079 19.33503 0.16
N -1.83452 15.48718 17.60755 0.14
H -3.71755 15.13281 19.85860 0.13
H -2.57246 14.08962 18.86673 0.05
H -1.40136 16.06948 16.90513 0.13
H -1.53423 14.53431 17.75576 0.05
```

Output
- <S²> = 8.755
- 2S+1 = 6
- electronic energy (Eh) = -2956.936972
- highest occupied orbital energy (spin up / spin down) (eV) = -9.83 / -9.83
- energy relative to the best compared isomer or geometry (same formula, charge and spin) (eV) = 5.4450


[2]
The following is a DFT calculation (wB97M-V/def2-TZVPD) of a 2-piece molecular cluster, CH4N2O3P overall.

```
11
Properties=species:S:1:pos:R:3:lowdin_charge:R:1
C 0.41244 -1.30420 0.07756 -0.14
N -1.81918 -0.61673 -0.67418 -0.13
N 0.16758 1.55295 0.12859 -0.10
O 1.91903 0.15957 -1.24021 -0.35
O 0.76780 -2.41898 -0.07485 0.08
O 1.97393 0.46382 1.44850 -0.39
P 1.28602 0.37184 0.11426 0.19
H -1.79643 -1.50148 -0.11748 -0.11
H -1.96833 0.10149 -0.00426 -0.15
H -0.40589 1.67943 0.97556 0.06
H -0.53696 1.51229 -0.63349 0.05
```

Output
- 2S+1 = 1
- electronic energy (Eh) = -717.149832
- net charge = -1
- highest occupied orbital energy (spin up / spin down) (eV) = -3.87 / -3.89
- energy relative to the best compared isomer or geometry (same formula, charge and spin) (eV) = 3.2508


[3]
The following is a DFT calculation (wB97M-V/def2-TZVPD) of C18H20MoN4O4PS2 as an isolated structure.

```
50
Properties=species:S:1:pos:R:3:lowdin_charge:R:1
Mo 7.29279 11.09071 10.81681 1.38
C 6.65840 15.46697 14.12336 -0.35
S 5.57035 15.13921 12.70531 0.94
C 6.36174 13.89807 11.81772 -1.00
S 7.75326 12.86580 12.36641 0.59
N 5.79845 13.70375 10.63778 -0.08
N 6.50913 12.80576 9.82230 -0.21
C 6.44019 12.85812 8.53519 0.00
C 6.89374 11.68052 7.79709 -0.25
C 6.63028 11.43788 6.48258 0.02
C 7.23504 10.33939 5.93587 -0.05
C 8.09015 9.54372 6.58048 0.00
C 8.32315 9.85714 7.92055 -0.06
N 7.70562 10.88711 8.54321 0.01
H 6.13646 15.12057 15.00608 0.04
H 7.59480 14.95937 13.96420 0.00
H 6.81623 16.54465 14.23843 0.05
H 5.95853 13.69108 8.08824 0.14
H 5.99276 12.09530 5.82974 0.17
H 7.05548 10.20065 4.90616 0.12
H 8.61588 8.59852 6.17664 0.17
H 8.99021 9.27360 8.56653 0.13
O 4.52209 9.26335 6.21421 0.00
C 3.94437 8.31734 6.85531 -0.67
O 3.43967 7.27181 6.55202 0.09
C 4.34647 8.76947 8.27093 -0.06
C 3.80674 9.87728 8.93838 0.04
C 4.58321 10.50770 9.89291 -0.11
N 5.70839 9.91346 10.33601 -0.17
C 6.12028 8.67625 9.80550 -0.17
C 5.45671 8.06655 8.77426 0.09
C 7.49540 8.25644 10.31364 -0.60
O 7.98359 7.17492 10.07404 0.14
O 8.15047 9.28861 10.79901 -0.24
H 2.83858 10.29856 8.60754 0.15
H 4.48820 11.50627 10.34432 0.10
H 5.68832 7.07582 8.37114 0.16
C 7.66911 10.12835 14.30436 -0.21
P 6.41285 10.22545 13.00351 0.76
C 4.99011 11.34998 13.33706 -0.22
C 5.59925 8.60114 12.92968 -0.21
H 7.15369 9.93345 15.21863 0.06
H 8.18354 11.07088 14.21254 0.00
H 8.20519 9.29400 13.89365 0.05
H 4.24761 10.78811 13.87573 0.06
H 4.56357 11.70124 12.43123 0.01
H 5.39429 12.18520 13.88211 0.02
H 5.33276 8.26618 13.92406 0.07
H 6.23336 7.88358 12.37514 0.06
H 4.66452 8.61679 12.39599 0.05
```

Output
- <S²> = 2.027
- 2S+1 = 3
- electronic energy (Eh) = -2423.565805
- net charge = +1
- highest occupied orbital energy (spin up / spin down) (eV) = -11.15 / -11.08
- energy relative to the best compared isomer or geometry (same formula, charge and spin) (eV) = 1.3474


[4]
The following is a DFT calculation (wB97M-V/def2-TZVPD) of an isolated ion of composition C5H11N2O2 and charge +1.

```
20
Properties=species:S:1:pos:R:3:lowdin_charge:R:1
C -1.41826 0.80084 -1.05174 0.02
C -0.74051 0.10662 0.06997 -0.47
O -1.08480 0.53864 1.24950 0.08
N -1.08568 -1.40378 -0.04256 0.20
C 0.02850 -2.03925 -0.13121 -0.08
N 1.08741 -1.34932 0.14617 0.17
C 0.88346 0.09098 0.05642 -0.49
C 1.45240 0.86281 1.20072 0.03
O 1.32849 0.41653 -1.20032 0.06
H -2.45319 1.08827 -0.90675 0.11
H -1.33875 0.10757 -1.91679 0.12
H -1.11519 1.70944 -1.39512 0.06
H -1.94501 0.94435 1.38539 0.15
H -1.98329 -1.73756 -0.39423 0.18
H 0.12984 -3.09575 -0.33089 0.17
H 2.08703 -1.54974 -0.02225 0.20
H 2.34522 0.32665 1.44719 0.09
H 0.97626 0.84616 2.18609 0.11
H 1.41405 1.92976 0.90729 0.12
H 1.43202 1.40676 -1.25689 0.16
```

Output
- 2S+1 = 1
- SMILES string = C[C@@]1(O)NC=[NH+][C@@]1(C)O
- electronic energy (Eh) = -456.846596
- net charge = +1
- highest occupied orbital energy (eV) = -14.69
- energy relative to the best compared isomer or geometry (same formula, charge and spin) (eV) = 0.8108


[5]
The following is a DFT calculation (wB97M-V/def2-TZVPD) of C21H26FN3O4 as an isolated structure.

```
55
Properties=species:S:1:pos:R:3:lowdin_charge:R:1
C -3.14940 -3.94677 -0.96441 -0.09
H -2.02679 -4.21818 -0.78485 0.10
H -3.69791 -4.21330 -0.28693 -0.03
C -3.29300 -2.47286 -1.24538 -0.21
H -4.36481 -2.37444 -1.59036 0.14
C -2.97828 -1.78303 0.09735 -0.14
N -3.27452 -0.40520 0.10726 0.04
C -4.06917 0.38433 0.62057 -0.60
O -4.68895 -0.12130 1.57808 0.01
C -4.16801 1.81460 0.39739 -0.05
O -3.26205 2.84241 1.06326 -0.01
C -2.05098 2.83875 0.45670 -0.20
C -1.01406 3.09319 1.30683 0.00
O 0.26735 3.61978 1.16342 0.00
C 0.66896 3.28131 -0.24579 -0.18
C -0.20894 2.75166 -0.94136 0.00
C -1.47096 2.24174 -0.75238 -0.38
O -2.23588 1.78146 -1.56974 0.03
H 0.32473 2.73349 -2.13537 0.24
C 2.13391 3.55855 -0.17262 -0.03
N 2.88214 2.27827 -0.24723 -0.18
C 2.63721 1.44524 -1.09989 -0.32
C 3.75233 0.31729 -1.02757 0.01
N 3.50811 -0.43026 0.35024 -0.08
C 2.61234 -1.31146 0.05392 -0.29
C 1.86122 -1.83985 -0.76991 -0.04
C 0.89344 -3.09276 -0.63124 0.02
C 0.84605 -3.42812 0.53664 -0.33
C 1.54674 -3.28859 1.74287 0.06
C 2.55523 -2.25199 1.55997 0.17
H 3.18532 -1.87197 2.26484 0.03
H 1.53228 -3.83293 2.42729 -0.01
F -0.04138 -4.56900 0.72192 -0.06
H 0.22034 -3.31624 -1.47293 0.13
H 1.77378 -1.41202 -1.70125 0.08
C 3.78711 0.67292 1.29301 -0.15
C 2.76308 1.62361 0.94853 -0.23
H 2.88956 2.36528 2.18535 0.23
H 1.70213 1.23887 1.23764 0.17
H 3.50236 0.11926 2.31856 0.15
H 4.84067 0.79576 1.35245 0.12
H 3.55212 -0.43062 -1.67123 0.07
H 4.67096 0.58055 -1.04530 0.06
H 2.90266 1.73510 -2.16542 0.16
H 1.62903 0.99856 -1.35649 0.14
H 2.66577 4.14112 0.46801 0.11
H 2.45431 3.82442 -1.23230 0.16
H -1.17162 3.39767 2.46819 0.19
H -4.19333 2.11334 -0.77685 0.17
H -5.26974 2.27711 0.90509 0.21
H -2.78537 0.26364 -0.91235 0.25
H -3.46352 -2.01484 0.85664 0.03
H -1.66680 -1.79398 0.13302 0.21
H -2.67359 -2.18006 -1.96083 0.05
H -3.34215 -4.52948 -1.85506 0.08
```

Output
- 2S+1 = 1
- electronic energy (Eh) = -1380.098049
- highest occupied orbital energy (eV) = -8.09
- energy relative to the best compared isomer or geometry (same formula, charge and spin) (eV) = 21.6468


[6]
The following is a DFT calculation (wB97M-V/def2-TZVPD) of a single C5H8N2 molecule.

```
15
Properties=species:S:1:pos:R:3:lowdin_charge:R:1
C -2.66640 -0.14112 -0.06544 0.03
N -1.42616 0.16247 0.19959 -0.23
C -0.29561 -0.72103 -0.20383 -0.07
C 0.88496 0.16288 0.07799 -0.30
C 2.29266 -0.15954 -0.29626 -0.08
C 0.36925 1.22854 0.71479 -0.13
N -1.01629 1.24842 0.84031 0.03
H -0.43939 -1.05436 -1.23570 0.13
H -2.86281 -0.99045 -0.70339 0.07
H -3.44736 0.50389 0.30839 0.07
H -0.32232 -1.60147 0.45199 0.14
H 2.96910 0.62071 0.06703 0.08
H 2.41553 -0.22375 -1.38635 0.08
H 2.63168 -1.11724 0.12160 0.07
H 0.91315 2.08206 1.10928 0.11
```

Output
- 2S+1 = 1
- electronic energy (Eh) = -304.737109
- highest occupied orbital energy (spin up / spin down) (eV) = -6.87 / -6.87
- energy relative to the best compared isomer or geometry (same formula, charge and spin) (eV) = 2.6772